# 1
A single C5H8N2 molecule, computed with ωB97M-V/def2-TZVPD.

The geometry in XYZ format:
```
15
C5H8N2 (ωB97M-V/def2-TZVPD)
H -0.48053 -0.34854 -2.87951
N -0.80396 -1.19833 -2.41289
C -0.31209 -1.00819 -1.26822
C -0.22115 -1.74554 0.05272
N 0.59943 -0.63498 0.61968
C -0.20721 0.57673 0.52230
C 0.30229 1.72422 1.34527
C 0.51430 0.10542 -0.68080
H 0.37525 -2.66046 -0.00418
H -1.13973 -1.94089 0.61204
H -1.29220 0.46609 0.49654
H -0.05905 1.62284 2.37148
H -0.03398 2.69045 0.96114
H 1.39337 1.71871 1.37961
H 1.36525 0.63246 -1.11518
```

Results
* maximum force: 1.00 eV/Å
* structure (SMILES): [H]/N=C1/CN2[C@@H](C)[C@H]12
* LUMO level: 1.1 eV
* spin multiplicity: 1
* HOMO-LUMO gap: 10.69 eV


# 2
A single C5H8N2 molecule, computed with ωB97M-V/def2-TZVPD.

The geometry in XYZ format:
```
15
C5H8N2 (ωB97M-V/def2-TZVPD)
C -1.81795 -0.35594 0.63372
C -0.39144 -0.52655 0.20997
C 0.18628 -1.67483 -0.16494
N 1.60381 -1.54748 -0.23383
N 1.94487 -0.38759 0.08548
C 0.74838 0.45143 0.30174
C 0.87528 1.50538 -0.81542
H -2.42023 -1.20823 0.30148
H -2.28848 0.56378 0.27378
H -1.86943 -0.34080 1.73083
H -0.26520 -2.63638 -0.37740
H 0.81369 0.94377 1.28015
H 0.71142 1.03592 -1.79074
H 1.90188 1.88448 -0.79882
H 0.18701 2.34467 -0.69529
```

Results
* maximum force: 0.36 eV/Å
* structure (SMILES): CC1=CN=N[C@H]1C
* LUMO level: 0.5 eV
* spin multiplicity: 1
* HOMO-LUMO gap: 9.78 eV


# 3
A single C5H8N2 molecule, computed with ωB97M-V/def2-TZVPD.

The geometry in XYZ format:
```
15
C5H8N2 (ωB97M-V/def2-TZVPD)
C 0.64519 -1.35863 -0.35270
C 0.12679 0.05712 -0.25468
C -1.38135 0.18576 -0.06464
C -1.76506 0.03790 1.34395
N -2.03370 -0.05941 2.46475
C 0.98731 1.11427 0.31705
N 0.69014 1.09082 -1.11766
H 0.37073 -1.94180 0.53339
H 0.22886 -1.86257 -1.23358
H 1.73715 -1.36804 -0.43909
H -1.91506 -0.56380 -0.66075
H -1.69693 1.17208 -0.41834
H 1.98233 0.82892 0.65465
H 0.53982 1.93933 0.86791
H 1.48380 0.72806 -1.64025
```

Results
* maximum force: 1.10 eV/Å
* structure (SMILES): C[C@@]1(CC#N)CN1
* LUMO level: 0.8 eV
* spin multiplicity: 1
* HOMO-LUMO gap: 10.86 eV


# 4
A single C5H8N2 molecule, computed with ωB97M-V/def2-TZVPD.

The geometry in XYZ format:
```
15
C5H8N2 (ωB97M-V/def2-TZVPD)
C -0.25858 -1.07947 1.18283
C -0.08729 0.01462 0.13021
C 0.65902 1.22452 0.68732
N 0.63052 -0.53339 -1.05649
C -1.44486 0.26429 -0.52797
C -0.00334 -0.28393 -2.23189
N -0.49489 -0.00648 -3.25002
H -0.83131 -0.68518 2.02882
H 0.71047 -1.42187 1.56417
H -0.81763 -1.92064 0.76226
H 1.60629 0.93533 1.15503
H 0.87436 1.94583 -0.10623
H 0.04556 1.71955 1.44963
H 0.90239 -1.50907 -0.96995
H -1.49072 1.33590 -0.81774
```

Results
* maximum force: 1.10 eV/Å
* LUMO level (spin up / spin down): -0.9 / -0.9 eV
* spin multiplicity: 1
* HOMO-LUMO gap (spin up / spin down): 8.22 / 8.23 eV


What is the formula in the third record?
C5H8N2